Arrangement w

156
Properties=species:S:1:pos:R:3 method="wB97M-V/def2-TZVPD" homo_ev=-10.4 smiles="C[C@H]1COC(=O)O1.C[C@H]1COC(=O)O1.C[C@H]1COC(=O)O1.C[C@H]1COC(=O)O1.C[C@H]1COC(=O)O1.C[C@H]1COC(=O)O1.C[C@H]1COC(=O)O1.C[C@H]1COC(=O)O1.C[C@H]1COC(=O)O1.C[C@H]1COC(=O)O1.C[C@H]1COC(=O)O1.C[C@H]1COC(=O)O1" gap_ev=10.6
C -18.886 14.336 -22.908
C -17.399 14.361 -22.544
C -16.598 13.080 -22.985
O -15.390 13.573 -23.510
C -15.485 14.887 -23.701
O -14.653 15.572 -24.309
O -16.599 15.403 -23.148
H -19.297 14.344 -23.917
H -19.419 15.250 -22.648
H -19.302 13.631 -22.188
H -17.266 14.327 -21.462
H -17.303 12.473 -23.554
H -16.374 12.336 -22.220
C -11.964 21.359 -20.420
C -11.666 20.338 -21.511
C -10.614 20.628 -22.625
O -9.539 19.851 -22.245
C -9.901 18.899 -21.389
O -9.313 17.816 -21.213
O -11.015 19.254 -20.763
H -12.240 22.338 -20.811
H -11.214 21.456 -19.635
H -12.893 21.039 -19.948
H -12.566 19.883 -21.924
H -10.268 21.661 -22.666
H -11.088 20.271 -23.539
C -16.992 10.897 -29.979
C -16.235 12.042 -29.236
C -15.005 12.583 -30.047
O -15.353 13.846 -30.544
C -16.473 14.337 -29.895
O -17.052 15.424 -29.941
O -17.002 13.214 -29.119
H -16.180 10.305 -30.400
H -17.622 11.168 -30.826
H -17.594 10.283 -29.310
H -15.960 11.745 -28.225
H -14.824 12.070 -30.992
H -14.018 12.569 -29.585
C -6.934 9.289 -23.563
C -7.094 8.452 -24.850
C -7.882 7.164 -24.616
O -8.790 7.205 -25.605
C -8.844 8.340 -26.278
O -9.663 8.589 -27.166
O -7.957 9.137 -25.860
H -6.596 10.304 -23.771
H -6.230 8.677 -22.998
H -7.795 9.235 -22.897
H -6.114 8.239 -25.276
H -8.283 7.029 -23.611
H -7.361 6.268 -24.954
C -0.041 25.064 -31.306
C 0.788 26.388 -31.609
C 1.873 26.736 -30.666
O 2.985 26.627 -31.446
C 2.614 26.498 -32.711
O 3.364 26.504 -33.671
O 1.260 26.321 -32.841
H -0.706 24.670 -32.075
H -0.485 25.186 -30.317
H 0.572 24.190 -31.086
H 0.269 27.347 -31.584
H 2.058 26.077 -29.818
H 1.742 27.734 -30.247
C 1.070 9.678 -19.621
C 1.485 10.949 -20.369
C 2.731 10.567 -21.251
O 2.253 11.019 -22.547
C 1.008 11.343 -22.533
O 0.318 11.731 -23.481
O 0.504 11.303 -21.240
H 1.750 9.346 -18.837
H 0.899 8.787 -20.224
H 0.186 10.074 -19.122
H 1.493 11.821 -19.716
H 2.953 9.501 -21.303
H 3.579 11.225 -21.062
C -9.099 18.986 -34.580
C -8.331 18.969 -35.912
C -8.016 20.278 -36.445
O -6.665 20.133 -36.614
C -6.238 18.877 -36.536
O -5.244 18.462 -37.077
O -7.180 18.165 -35.748
H -9.695 18.076 -34.500
H -9.712 19.886 -34.612
H -8.434 18.993 -33.717
H -8.931 18.645 -36.762
H -8.186 21.083 -35.731
H -8.444 20.534 -37.415
C -6.654 16.004 -27.170
C -5.826 17.245 -27.417
C -4.470 17.101 -26.696
O -3.521 17.473 -27.599
C -4.014 17.733 -28.818
O -3.499 18.212 -29.805
O -5.373 17.574 -28.776
H -6.126 15.204 -27.689
H -7.692 16.028 -27.500
H -6.734 15.811 -26.100
H -6.221 18.162 -26.979
H -4.387 16.032 -26.502
H -4.448 17.712 -25.793
C 4.518 16.720 -30.091
C 3.851 17.020 -28.664
C 4.577 16.847 -27.499
O 4.383 17.972 -26.699
C 3.886 18.861 -27.439
O 3.637 20.020 -27.165
O 3.672 18.394 -28.599
H 5.454 17.248 -30.276
H 4.005 17.015 -31.006
H 4.424 15.636 -30.154
H 2.867 16.553 -28.688
H 5.606 16.580 -27.742
H 4.133 15.959 -27.048
C -4.887 24.814 -24.211
C -5.273 26.128 -23.518
C -4.293 27.299 -23.527
O -5.088 28.411 -23.846
C -6.228 28.023 -24.462
O -7.156 28.702 -24.933
O -6.275 26.673 -24.392
H -5.550 23.950 -24.187
H -4.068 24.284 -23.723
H -4.524 25.215 -25.158
H -5.833 26.058 -22.585
H -3.540 27.187 -24.307
H -3.713 27.474 -22.620
C 0.384 19.260 -20.988
C -0.256 19.040 -19.580
C 0.146 20.115 -18.552
O -1.106 20.328 -18.047
C -2.118 20.009 -18.867
O -3.237 20.388 -18.851
O -1.645 19.194 -19.837
H 0.247 18.475 -21.732
H 1.462 19.249 -20.822
H 0.151 20.238 -21.408
H -0.022 18.053 -19.182
H 0.432 20.966 -19.170
H 0.767 19.907 -17.681
C -5.738 11.753 -34.298
C -6.830 11.331 -33.234
C -7.889 12.281 -32.612
O -9.026 11.965 -33.258
C -8.925 10.783 -33.839
O -9.941 10.173 -34.219
O -7.680 10.444 -33.917
H -5.234 11.032 -34.942
H -4.940 12.232 -33.731
H -6.178 12.586 -34.847
H -6.236 11.018 -32.375
H -7.690 13.352 -32.627
H -7.900 12.140 -31.531

Arrangement x

156
Properties=species:S:1:pos:R:3 method="wB97M-V/def2-TZVPD" homo_ev=-10.3 smiles="C[C@H]1COC(=O)O1.C[C@H]1COC(=O)O1.C[C@H]1COC(=O)O1.C[C@H]1COC(=O)O1.C[C@H]1COC(=O)O1.C[C@H]1COC(=O)O1.C[C@H]1COC(=O)O1.C[C@H]1COC(=O)O1.C[C@H]1COC(=O)O1.C[C@H]1COC(=O)O1.C[C@H]1COC(=O)O1.C[C@H]1COC(=O)O1" gap_ev=10.0
C -1.285 4.321 0.860
C -1.430 5.686 1.475
C -2.817 6.253 1.857
O -2.741 6.554 3.253
C -1.520 6.235 3.724
O -1.165 6.461 4.839
O -0.827 5.579 2.787
H -0.242 4.153 0.585
H -1.832 4.239 -0.083
H -1.602 3.546 1.557
H -0.858 6.450 0.946
H -3.691 5.632 1.662
H -2.940 7.222 1.371
C -2.262 1.435 -2.584
C -3.736 1.786 -2.611
C -4.592 1.086 -1.502
O -5.386 2.188 -1.055
C -4.908 3.353 -1.462
O -5.373 4.403 -1.111
O -3.911 3.182 -2.318
H -1.819 1.838 -1.669
H -1.562 1.653 -3.388
H -2.328 0.342 -2.548
H -4.161 1.471 -3.565
H -4.002 0.681 -0.680
H -5.247 0.382 -2.004
C 3.882 -0.072 -6.153
C 4.680 -0.213 -4.841
C 5.460 1.080 -4.497
O 5.046 1.304 -3.163
C 3.946 0.621 -2.854
O 3.231 0.805 -1.916
O 3.722 -0.328 -3.796
H 4.584 -0.263 -6.967
H 3.422 0.909 -6.251
H 3.104 -0.831 -6.217
H 5.351 -1.073 -4.877
H 5.248 1.863 -5.225
H 6.540 0.942 -4.450
C -2.633 3.402 6.438
C -2.639 3.106 4.953
C -3.099 1.668 4.642
O -4.095 1.896 3.665
C -4.293 3.207 3.410
O -4.961 3.613 2.519
O -3.544 3.944 4.239
H -3.540 2.936 6.832
H -2.722 4.468 6.640
H -1.759 2.980 6.930
H -1.648 3.254 4.516
H -3.560 1.139 5.478
H -2.204 1.113 4.360
C -1.182 0.696 -6.700
C 0.033 0.148 -5.989
C -0.173 -0.494 -4.591
O 0.212 -1.838 -4.741
C 0.616 -2.073 -5.988
O 1.049 -3.103 -6.394
O 0.581 -0.957 -6.749
H -1.726 1.376 -6.036
H -1.943 -0.075 -6.857
H -0.990 1.176 -7.655
H 0.776 0.943 -5.894
H -1.246 -0.505 -4.391
H 0.466 -0.035 -3.843
C -4.894 -1.743 3.732
C -6.173 -1.058 3.267
C -6.055 -0.084 2.089
O -7.045 -0.490 1.148
C -7.582 -1.673 1.554
O -8.342 -2.342 0.941
O -7.015 -2.065 2.704
H -4.204 -1.021 4.160
H -4.430 -2.169 2.838
H -5.194 -2.604 4.326
H -6.689 -0.663 4.145
H -5.097 -0.011 1.572
H -6.143 0.933 2.479
C -1.015 -4.339 -1.219
C -2.479 -4.122 -1.501
C -3.291 -3.382 -0.418
O -4.001 -2.393 -1.146
C -3.534 -2.284 -2.385
O -3.892 -1.509 -3.225
O -2.540 -3.153 -2.558
H -0.787 -5.044 -0.417
H -0.596 -3.398 -0.851
H -0.439 -4.620 -2.099
H -2.963 -4.995 -1.949
H -2.610 -2.894 0.287
H -3.961 -3.993 0.182
C 1.836 -5.343 3.526
C 1.365 -4.175 2.660
C 0.158 -4.459 1.753
O -0.582 -3.258 1.883
C -0.082 -2.468 2.865
O -0.607 -1.435 3.160
O 0.943 -3.057 3.458
H 1.020 -5.699 4.152
H 2.683 -4.976 4.106
H 2.238 -6.126 2.884
H 2.230 -3.813 2.101
H -0.400 -5.311 2.147
H 0.556 -4.652 0.759
C 5.311 -5.140 -3.395
C 4.442 -3.935 -3.120
C 3.107 -3.937 -3.864
O 2.151 -3.517 -2.885
C 2.685 -3.710 -1.664
O 2.096 -3.569 -0.632
O 3.951 -4.111 -1.773
H 5.621 -5.043 -4.440
H 4.782 -6.082 -3.275
H 6.183 -5.127 -2.744
H 4.976 -2.984 -3.171
H 2.844 -4.901 -4.302
H 3.115 -3.247 -4.708
C 0.306 -0.925 -1.362
C 0.186 -0.699 0.145
C 0.566 0.688 0.714
O -0.561 1.039 1.500
C -1.544 0.106 1.344
O -2.519 0.025 2.031
O -1.229 -0.718 0.372
H -0.399 -1.699 -1.657
H 1.296 -1.159 -1.748
H -0.060 0.027 -1.751
H 0.698 -1.486 0.701
H 0.689 1.390 -0.120
H 1.468 0.688 1.321
C 3.169 -0.906 1.122
C 4.627 -0.493 1.366
C 5.601 -1.010 0.282
O 6.174 0.204 -0.180
C 5.681 1.287 0.403
O 6.035 2.388 0.132
O 4.616 0.940 1.155
H 2.638 -0.760 2.064
H 3.049 -1.982 0.949
H 2.764 -0.467 0.213
H 4.883 -0.795 2.379
H 5.098 -1.504 -0.550
H 6.364 -1.686 0.663
C 2.714 2.378 3.024
C 3.124 3.370 4.094
C 4.557 3.353 4.586
O 4.978 4.705 4.580
C 4.145 5.415 3.765
O 4.295 6.546 3.456
O 3.108 4.642 3.388
H 2.332 1.452 3.466
H 3.550 2.160 2.357
H 1.924 2.758 2.378
H 2.364 3.508 4.866
H 5.214 2.734 3.963
H 4.693 2.813 5.526

Which structure is the most stable? The one labeled arrangement x.

Arrangement w

14
Properties=species:S:1:pos:R:3 method="wB97M-V/def2-TZVPD" homo_ev="-3.4 / -3.4" charge=-1 gap_ev="7.1 / 7.1"
C -1.035 -1.570 1.544
C 0.272 -1.107 1.509
C -0.866 -0.202 -0.118
C 1.404 0.518 -0.161
N -1.708 -1.068 0.421
N 0.350 -0.263 0.419
O -1.549 2.673 -1.793
O -0.152 1.169 -3.023
S -1.390 1.347 -2.343
H -1.448 -2.318 2.225
H 1.129 -1.430 2.237
H 0.918 1.577 -0.378
H 2.290 0.622 0.579
H 1.784 0.052 -1.119

Arrangement x

14
Properties=species:S:1:pos:R:3 method="wB97M-V/def2-TZVPD" homo_ev=-3.2 charge=-1 gap_ev=6.8
C -0.789 1.423 0.427
C 0.215 0.246 0.485
N -0.117 -0.587 1.644
N -1.048 -1.431 1.681
S -1.903 -1.834 0.332
C 0.466 -0.573 -0.828
O 1.183 0.032 -2.001
C 1.821 -0.813 -1.238
O 2.984 -1.097 -1.244
H -0.721 2.189 -0.330
H -1.100 1.897 1.432
H -1.779 1.075 -0.027
H 1.142 0.710 0.826
H -0.357 -1.235 -1.158

Which structure is the most stable? The one labeled arrangement w.

Arrangement w

41
Properties=species:S:1:pos:R:3 method="wB97M-V/def2-TZVPD" homo_ev=-3.9 charge=-1 gap_ev=6.0
Bi 1.336 0.161 -0.566
I 5.494 1.991 5.345
C 4.479 0.946 3.846
C 5.194 0.309 2.846
C 4.504 -0.373 1.857
I 5.564 -1.318 0.331
C 3.098 -0.458 1.831
O 2.466 -1.131 0.896
C 2.400 0.215 2.867
C 0.893 0.165 2.883
N 0.311 0.939 1.783
C 0.387 2.368 2.005
C -0.227 3.160 0.876
C -0.855 4.377 1.120
C -1.379 5.088 0.057
C -1.272 4.564 -1.223
C -0.639 3.345 -1.376
N -0.119 2.667 -0.355
C 3.093 0.900 3.852
H 6.274 0.343 2.828
H 0.562 -0.865 2.763
H 0.531 0.525 3.856
H -0.675 0.667 1.569
H -0.109 2.660 2.943
H 1.439 2.665 2.111
H -0.942 4.743 2.136
H -1.878 6.034 0.225
H -1.678 5.080 -2.082
H -0.544 2.876 -2.349
H 2.534 1.397 4.637
O -1.961 -1.289 1.380
N -2.195 0.038 0.868
Te -2.176 -0.278 -1.095
O -1.256 -3.397 0.269
S -0.629 -2.154 0.710
N -0.313 -1.201 -0.587
C 1.124 -1.450 -3.303
O 1.674 -0.368 -2.595
H 0.063 -1.290 -3.537
H 1.189 -2.392 -2.749
H 1.660 -1.571 -4.252

Arrangement x

41
Properties=species:S:1:pos:R:3 method="wB97M-V/def2-TZVPD" homo_ev=-4.1 charge=-1 gap_ev=6.4
Bi -0.165 -1.062 1.196
I 5.358 3.888 4.020
C 3.803 2.519 3.723
C 3.838 1.289 4.358
C 2.804 0.394 4.151
I 2.839 -1.459 5.105
C 1.703 0.680 3.315
O 0.731 -0.163 3.147
C 1.701 1.956 2.693
C 0.539 2.330 1.817
N 0.452 1.464 0.639
C -0.297 2.015 -0.479
C -1.791 1.967 -0.294
C -2.611 2.626 -1.211
C -3.980 2.529 -1.079
C -4.503 1.784 -0.028
C -3.615 1.174 0.837
N -2.288 1.259 0.714
C 2.741 2.848 2.895
H 4.662 1.024 5.007
H 0.647 3.380 1.512
H -0.399 2.238 2.371
H 1.377 1.213 0.302
H -0.058 1.426 -1.369
H -0.009 3.058 -0.677
H -2.163 3.184 -2.024
H -4.636 3.021 -1.786
H -5.569 1.677 0.115
H -3.976 0.583 1.673
H 2.714 3.813 2.402
O 1.939 -2.122 -0.707
N 1.195 -0.911 -0.569
Te 1.447 -3.489 0.703
O -0.392 0.236 -3.183
S -0.304 -1.146 -2.676
N -0.154 -1.092 -1.045
C -2.854 -0.942 -2.120
O -1.837 -1.747 -2.709
H -3.791 -1.242 -2.586
H -2.671 0.116 -2.320
H -2.908 -1.109 -1.042

Which structure is the most stable? The one labeled arrangement w.

Arrangement w

13
Properties=species:S:1:pos:R:3 method="wB97M-V/def2-TZVPD" homo_ev=-2.6 smiles="CC[N-][N+](=O)[N-]O" charge=-1 gap_ev=6.8
C 2.163 -0.511 -0.302
C 0.931 0.159 0.198
N -0.225 -0.532 -0.140
N -1.392 0.027 0.002
O -1.514 1.292 0.266
N -2.415 -0.759 -0.124
O -3.575 0.023 -0.243
H 3.001 0.126 -0.618
H 2.585 -0.922 0.576
H 1.856 -1.226 -0.895
H 1.038 1.217 -0.178
H 0.881 0.243 1.336
H -3.335 0.863 0.120

Arrangement x

13
Properties=species:S:1:pos:R:3 method="wB97M-V/def2-TZVPD" homo_ev=-2.9 smiles="C[N-][N+](=O)[N-]OC" charge=-1 gap_ev=7.3
C 2.611 0.208 -0.216
N 1.348 0.330 -0.881
N 0.385 -0.230 -0.241
O 0.498 -0.912 0.821
N -0.772 -0.093 -0.834
O -1.762 -0.849 -0.051
C -2.723 0.085 0.344
H 2.973 1.129 0.174
H 3.415 -0.148 -0.936
H 2.653 -0.570 0.580
H -2.862 -0.101 1.414
H -3.565 0.124 -0.333
H -2.201 1.027 0.160

Which structure is the most stable? The one labeled arrangement w.

Arrangement w

19
Properties=species:S:1:pos:R:3 method="wB97M-V/def2-TZVPD" homo_ev=-9.6 smiles="C=CS(N)(=O)=O.c1nc[nH]n1" gap_ev=10.1
C -0.690 1.868 0.357
C -0.742 0.800 -0.425
S -1.295 -0.883 -0.151
N -2.931 -0.650 -0.499
O -1.127 -1.227 1.193
O -0.781 -1.732 -1.194
H -0.190 2.777 0.117
H -0.978 1.731 1.425
H -0.345 0.876 -1.484
H -3.269 -1.397 -1.187
H -3.159 0.290 -0.617
C 2.431 0.750 -0.135
N 2.343 -0.348 -0.825
C 1.775 -1.246 -0.062
N 1.485 -0.611 1.135
N 1.939 0.649 1.112
H 2.916 1.644 -0.620
H 1.457 -2.333 -0.186
H 1.159 -0.959 2.045

Arrangement x

19
Properties=species:S:1:pos:R:3 method="wB97M-V/def2-TZVPD" homo_ev=-8.6 gap_ev=9.2
C 0.331 -0.381 0.028
C -0.155 -2.027 1.394
C 0.769 0.156 2.383
C -1.184 1.239 -2.357
N -0.108 -1.245 -0.802
N -0.276 -2.363 0.067
N 0.228 -0.719 1.336
N 0.773 0.799 -0.496
O -0.253 -2.671 2.399
O 0.988 2.689 -2.089
S 0.668 1.269 -2.146
H 0.896 1.176 1.841
H 0.021 0.019 3.202
H 1.687 -0.158 2.779
H -1.496 1.617 -3.326
H -1.645 2.016 -1.701
H -1.582 0.231 -2.321
H -0.728 -3.134 -0.373
H 1.068 1.488 0.181

Which structure is the most stable? The one labeled arrangement x.